Record 1
# C59H68Cl2F2N2O14PSSi

A cluster of 6 separate species, C59H68Cl2F2N2O14PSSi in total (the ωB97M-V functional and the def2-TZVPD basis, the OMol25 dataset).

## Properties
E_LUMO = -3.1574 eV
HOMO energy = -11.113 eV
HOMO-LUMO gap = 7.955 eV
charge = +1
total energy = -5600.580160 hartree

Last column: Mulliken charge in e.
Cartesian coordinates (Å):
C1 5.8436 -0.9243 -1.3804  0.16
C2 5.3902 -0.4599 -2.3963  -0.71
C3 4.8344 0.3070 -3.5440  -0.78
C4 3.3864 -0.2138 -3.9122  -0.16
C5 2.3985 0.9043 -3.4391  -1.65
C6 0.9115 0.4652 -3.5102  1.95
P1 0.5537 0.0872 -5.3529  -0.13
N1 1.0873 -1.5317 -5.6003  -0.51
O1 -1.1145 -0.0185 -5.4850  -0.50
O2 0.8166 -0.8396 -2.8801  -0.15
C7 0.9235 -0.7942 -1.4698  -0.23
C8 0.8708 -2.2844 -0.9673  -1.60
C9 0.3733 -3.2700 -2.0751  -0.22
C10 -0.0095 -4.6121 -1.3649  -0.23
C11 -1.0874 -5.4346 -2.1416  -1.23
C12 -0.1887 0.0863 -0.8582  1.35
C13 -0.0047 0.0706 0.6929  -1.57
Cl1 -1.8391 -0.5977 -1.1019  -0.12
N2 -0.1147 1.4999 -1.4047  1.25
C14 1.0117 2.2974 -0.8252  -1.50
C15 0.5598 3.2590 0.3326  -0.21
C16 1.6347 3.3781 1.4307  -1.18
C17 1.0807 4.2433 2.6099  -0.40
S1 1.9993 3.8893 4.1278  1.09
O3 3.3561 4.2594 3.8706  -0.53
O4 1.3855 4.5379 5.2402  -0.55
Cl2 1.8082 1.8620 4.4160  -0.21
C18 -0.1247 1.4455 -2.9127  -1.81
C19 -0.2401 2.8373 -3.5630  0.99
F1 0.9571 3.4409 -3.8587  -0.38
F2 -0.8818 2.7035 -4.7679  -0.33
C20 -1.0835 3.8390 -2.7395  -0.10
C21 -2.6271 3.6697 -2.9581  -0.51
Si1 -3.5447 4.2136 -1.3821  -0.11
C22 -3.8209 2.7123 -0.2364  -1.05
C23 -5.2558 4.9347 -1.7616  -1.12
C24 -2.5545 5.4839 -0.3670  0.70
C25 -1.8553 6.5466 -0.9743  -0.17
C26 -1.1438 7.5007 -0.2223  -0.81
C27 -1.0924 7.3792 1.1802  -0.60
C28 -1.7889 6.3225 1.7838  -0.64
C29 -2.5289 5.3904 1.0450  -0.36
H1 5.9772 -1.3543 -0.4023  0.47
H2 5.5075 0.2735 -4.4126  0.46
H3 4.7754 1.3680 -3.2445  0.33
H4 3.2552 -1.1408 -3.3453  0.03
H5 3.3567 -0.3430 -4.9979  0.40
H6 2.7506 1.1746 -2.4315  0.20
H7 2.6321 1.7661 -4.0866  0.64
H8 0.3443 -2.1711 -5.3220  0.23
H9 1.3028 -1.6392 -6.5880  0.29
H10 -1.4118 -0.8792 -5.1434  0.35
H11 1.9021 -0.4115 -1.1158  0.36
H12 1.8631 -2.6226 -0.6309  0.48
H13 0.1757 -2.4176 -0.1291  0.23
H14 -0.5696 -2.9048 -2.5161  0.27
H15 1.1347 -3.4414 -2.8454  0.20
H16 -0.4012 -4.4322 -0.3503  0.29
H17 0.9068 -5.2120 -1.2461  0.33
H18 -1.9610 -5.5826 -1.4887  0.29
H19 -0.6835 -6.4479 -2.3075  0.32
H20 -1.3751 -5.0003 -3.1077  0.36
H21 -0.4551 -0.8282 1.1236  0.67
H22 -0.5895 0.9134 1.1077  0.28
H23 1.0390 0.2246 0.9968  0.28
H24 -0.9815 1.9341 -1.0568  -0.66
H25 1.4976 2.9526 -1.5637  0.71
H26 1.8343 1.6729 -0.4474  0.97
H27 -0.4397 3.0121 0.7272  -0.38
H28 0.4686 4.2682 -0.1106  0.43
H29 1.9905 2.4007 1.7930  0.61
H30 2.5092 3.9329 1.0523  0.23
H31 -0.0008 4.1242 2.7618  0.27
H32 1.3031 5.2983 2.3837  0.32
H33 -1.1014 0.9760 -3.1484  0.97
H34 -0.9059 3.7664 -1.6579  -1.00
H35 -0.8127 4.8492 -3.0717  0.62
H36 -2.9511 4.3006 -3.7964  0.48
H37 -2.8995 2.6170 -3.1419  0.36
H38 -2.8796 2.5712 0.3341  0.24
H39 -4.6406 2.9522 0.4789  0.39
H40 -4.0421 1.8290 -0.8546  0.40
H41 -5.5976 5.5484 -0.9109  0.34
H42 -5.2747 5.5339 -2.6848  0.37
H43 -5.9829 4.1083 -1.8359  0.23
H44 -1.8587 6.6840 -2.0616  0.43
H45 -0.6338 8.3323 -0.7134  0.42
H46 -0.5398 8.1103 1.7742  0.47
H47 -1.7628 6.2405 2.8773  0.47
H48 -3.0823 4.5986 1.5546  0.40
C30 6.6379 -5.5970 1.3492  -0.45
C31 7.7928 -5.7809 1.9823  -0.31
C32 8.2615 -4.8286 3.0147  0.37
O5 9.3136 -4.9885 3.5949  -0.58
C33 7.3926 -3.6634 3.3177  -0.32
C34 6.2375 -3.4827 2.6837  -0.30
C35 5.7707 -4.4366 1.6500  0.30
O6 4.7123 -4.2718 1.0719  -0.57
H49 6.2785 -6.2819 0.5924  0.45
H50 8.4378 -6.6255 1.7772  0.44
H51 7.7519 -2.9795 4.0772  0.46
H52 5.5896 -2.6396 2.8907  0.52
C36 2.8781 -6.2690 3.1191  -0.11
C37 1.5598 -6.4282 3.0451  -0.46
C38 0.9560 -7.7681 2.8466  0.31
O7 -0.2454 -7.9116 2.7761  -0.56
C39 1.8793 -8.9241 2.7364  -0.37
C40 3.1986 -8.7646 2.8106  -0.40
C41 3.8006 -7.4247 3.0081  0.43
O8 5.0043 -7.2769 3.0759  -0.50
H53 3.3366 -5.2991 3.2618  0.39
H54 0.8706 -5.5970 3.1244  0.44
H55 1.4203 -9.8940 2.5929  0.41
H56 3.8880 -9.5956 2.7312  0.43
C42 -8.9851 2.5614 -0.2670  -0.23
C43 -9.9937 1.6982 -0.1756  -0.23
C44 -9.9160 0.5196 0.7230  0.15
O9 -10.8296 -0.2699 0.8078  -0.53
C45 -8.6721 0.3437 1.5154  -0.46
C46 -7.6662 1.2093 1.4210  -0.37
C47 -7.7463 2.3851 0.5225  0.31
O10 -6.8257 3.1775 0.4376  -0.43
H57 -9.0228 3.4269 -0.9170  0.44
H58 -10.9055 1.8136 -0.7443  0.52
H59 -8.6338 -0.5208 2.1662  0.42
H60 -6.7514 1.0983 1.9899  0.44
C48 -12.3396 2.9603 -3.9929  -0.33
C49 -12.1622 3.3553 -5.2513  -0.41
C50 -11.4695 4.6289 -5.5676  0.33
O11 -11.3080 4.9906 -6.7119  -0.53
C51 -10.9818 5.4435 -4.4267  -0.38
C52 -11.1599 5.0473 -3.1691  -0.29
C53 -11.8514 3.7745 -2.8552  0.47
O12 -12.0107 3.4120 -1.7061  -0.60
H61 -12.8430 2.0352 -3.7416  0.44
H62 -12.5107 2.7742 -6.0955  0.41
H63 -10.4790 6.3690 -4.6770  0.42
H64 -10.8124 5.6284 -2.3238  0.47
C54 12.0954 -4.9049 8.6208  -0.36
C55 11.2389 -3.9010 8.4496  -0.37
C56 10.0919 -4.0203 7.5177  0.41
O13 9.3104 -3.1046 7.3586  -0.56
C57 9.9349 -5.2991 6.7863  -0.15
C58 10.7906 -6.3032 6.9561  -0.36
C59 11.9382 -6.1858 7.8878  0.35
O14 12.7179 -7.1002 8.0458  -0.54
H65 12.9392 -4.8377 9.2956  0.41
H66 11.3367 -2.9597 8.9755  0.41
H67 9.0926 -5.3649 6.1116  0.33
H68 10.6923 -7.2436 6.4290  0.41

=====

Record 2
# C11H23AuN2O4P2

A structure of composition C11H23AuN2O4P2 (the ωB97M-V functional and the def2-TZVPD basis, the OMol25 dataset).

## Properties
multiplicity = 3
E_LUMO (alpha / beta) = -7.8163 / -9.2676 eV
HOMO energy (alpha / beta) = -15.125 / -15.588 eV
HOMO-LUMO gap (alpha / beta) = 7.308 / 6.321 eV
charge = +2
⟨S²⟩ = 2.04
total energy = -1660.990454 hartree

Last column: Mulliken charge in e.
Cartesian coordinates (Å):
Au1 0.5262 -0.5722 0.8582  0.44
P1 -1.7063 -0.7771 1.4770  0.63
C1 -2.5863 0.6380 0.7402  -1.06
C2 -1.7494 1.6591 0.1592  0.75
N1 -0.3943 1.5076 0.1191  -0.18
C3 0.4502 2.4719 -0.1322  0.62
C4 -0.0588 3.7252 -0.4797  -0.65
C5 -1.4286 3.9038 -0.6595  -0.42
C6 -2.2728 2.8233 -0.5054  -0.78
C7 1.9242 2.1871 -0.1056  -1.31
P2 2.3687 0.4621 -0.2561  0.65
H1 -3.3260 2.8770 -0.7116  0.45
H2 0.6140 4.5485 -0.5403  0.48
H3 -1.8421 4.8883 -0.9160  0.45
H4 2.4973 2.7646 -0.8161  0.62
H5 2.3204 2.5028 0.8508  0.51
H6 -2.7292 -1.5917 -2.3781  0.28
H7 -3.4143 0.3272 0.0217  0.41
H8 0.5502 -2.4428 -2.5331  0.33
O1 -2.7998 -1.7703 -3.3590  -0.60
H9 -2.6121 -0.9515 -3.8290  0.33
H10 0.7524 -1.5900 -0.3152  0.27
O2 0.8773 -2.7398 -1.6678  -0.60
H11 0.4256 -3.5134 -1.1285  0.36
C8 2.4509 0.1919 -2.0475  -1.21
H12 3.2326 0.8464 -2.4507  0.47
H13 2.6848 -0.8492 -2.3039  0.38
H14 1.4960 0.4679 -2.5075  0.37
C9 4.0322 0.1724 0.3713  -1.20
H15 4.1748 -0.9053 0.5496  0.36
H16 4.7949 0.5175 -0.3414  0.42
H17 4.1606 0.7066 1.3218  0.41
C10 -1.9850 -0.3621 3.2240  -1.22
H18 -3.0537 -0.5187 3.4175  0.42
H19 -1.3723 -0.9000 3.9576  0.38
H20 -1.7793 0.7133 3.2707  0.40
C11 -2.3082 -2.5081 1.2346  -0.95
H21 -1.6283 -3.2530 1.7067  0.34
H22 -3.3133 -2.6343 1.6979  0.40
H23 -2.3758 -2.7865 0.1598  0.27
O3 1.8313 -3.5919 2.6415  -0.21
N2 1.0567 -3.4765 1.6758  0.54
O4 1.5148 -3.1679 0.5293  -0.33

=====

Record 3
# C4H13NO

A cluster of 2 separate species, C4H13NO in total (the ωB97M-V functional and the def2-TZVPD basis, the OMol25 dataset).

## Properties
E_LUMO = 0.8238 eV
HOMO energy = -9.120 eV
HOMO-LUMO gap = 9.944 eV
SMILES = CC(C)CN.O
total energy = -290.181579 hartree

Last column: Mulliken charge in e.
Cartesian coordinates (Å):
C1 1.0605 -0.5933 -0.6172  -1.25
C2 -0.1523 0.2260 -1.1099  0.69
C3 -1.1096 -0.6756 -1.8984  -1.54
C4 -0.9544 0.8223 0.0650  -0.79
N1 -0.0659 1.5212 1.0440  -0.55
H1 0.8388 -1.6621 -0.6123  0.34
H2 1.4101 -0.2082 0.3376  0.31
H3 1.8702 -0.4641 -1.3265  0.30
H4 0.1880 1.0457 -1.7465  0.26
H5 -1.8035 -0.0572 -2.4558  0.39
H6 -0.6776 -1.4051 -2.5898  0.38
H7 -1.7062 -1.2662 -1.1996  0.39
H8 -1.4485 -0.0025 0.5824  0.28
H9 -1.6065 1.5831 -0.3419  0.41
H10 -0.5462 2.3572 1.3569  0.25
H11 0.0496 0.9600 1.8846  0.16
O1 1.3409 -0.4749 3.1227  -0.66
H12 1.0673 -1.3132 2.7264  0.32
H13 2.2452 -0.3931 2.7784  0.32

=====

Record 4
# C7H10N3O2S2

A cluster of 2 separate species, C7H10N3O2S2 in total (the ωB97M-V functional and the def2-TZVPD basis, the OMol25 dataset).

## Properties
E_LUMO = -5.1969 eV
HOMO energy = -12.994 eV
HOMO-LUMO gap = 7.797 eV
charge = +1
total energy = -1383.591243 hartree

Last column: Mulliken charge in e.
Cartesian coordinates (Å):
C1 -1.5603 -0.6743 -0.3336  -0.77
C2 0.9356 -0.5517 -0.3794  0.45
C3 -1.5190 -0.0659 0.8865  -0.23
C4 0.9012 -0.1098 1.0341  -0.48
C5 -0.3495 -1.1180 -0.8994  0.12
C6 -0.2972 0.1456 1.5857  0.21
C7 1.0038 -2.4986 -1.9563  0.59
N1 -0.2350 -2.0737 -1.7891  -0.64
N2 1.2979 -3.4988 -2.7580  -0.34
N3 -0.2590 3.0544 -0.7021  -0.66
O1 0.1798 2.2468 2.8003  -0.48
O2 -1.8531 0.9124 3.5319  -0.54
S1 2.2324 -1.6669 -1.0112  -0.16
S2 -0.4365 0.7832 3.3296  0.59
H1 -2.4886 -0.9454 -0.8094  0.50
H2 1.0852 0.3980 -0.9333  0.40
H3 -2.4253 0.2122 1.4088  0.52
H4 1.8318 0.0871 1.5418  0.39
H5 0.5549 -3.9451 -3.2782  0.27
H6 2.2379 -3.8490 -2.8562  0.23
H7 -0.0536 3.2981 0.2622  0.19
H8 0.2746 3.6805 -1.2946  0.24
H9 0.1819 2.9242 3.4837  0.34
H10 -1.2399 3.2548 -0.8638  0.23

=====

Record 5
# C3H10NO2PS

A cluster of 2 separate species, C3H10NO2PS in total (the ωB97M-V functional and the def2-TZVPD basis, the OMol25 dataset).

## Properties
E_LUMO = 0.3336 eV
HOMO energy = -9.486 eV
HOMO-LUMO gap = 9.820 eV
SMILES = CNP(=O)=S.CCO
total energy = -1065.079493 hartree

Last column: Mulliken charge in e.
Cartesian coordinates (Å):
C1 -0.9931 -1.9811 0.2513  -0.88
N1 -1.4311 -0.9623 1.1673  -0.10
P1 -2.6078 0.0548 0.5264  0.65
O1 -3.0042 -0.0891 -0.8625  -0.53
S1 -3.1978 1.4643 1.6944  -0.35
H1 -0.7158 -2.7603 0.8590  0.41
H2 -1.7099 -2.3483 -0.4285  0.36
H3 -0.1412 -1.6730 -0.3828  0.16
H4 -1.1918 -1.0898 2.0925  0.26
C2 1.4080 1.6233 -1.2746  -0.90
C3 2.1057 0.5299 -0.3325  -0.30
O2 1.2614 0.3326 0.8336  -0.47
H5 1.1501 2.5865 -0.9368  0.38
H6 1.9916 1.6349 -2.2696  0.29
H7 0.4722 1.1693 -1.4166  0.23
H8 3.1678 0.7684 0.1122  0.25
H9 2.2107 -0.3816 -0.9810  0.26
H10 1.2252 1.1213 1.3483  0.29

=====

Record 6
# C21H26N2O5

The molecule C21H26N2O5 (the ωB97M-V functional and the def2-TZVPD basis, the OMol25 dataset).

## Properties
E_LUMO = 0.4033 eV
HOMO energy = -8.057 eV
HOMO-LUMO gap = 8.460 eV
SMILES = Cc1c(CCC(=O)NCCCN2CCCC2=O)c(=O)oc2c(C)c(O)ccc12
total energy = -1301.629949 hartree

Last column: Mulliken charge in e.
Cartesian coordinates (Å):
C1 -1.8055 -3.5127 2.2660  -2.26
C2 -0.7962 -2.4088 2.2571  1.13
C3 -0.8735 -1.3697 3.1346  0.76
C4 -2.0501 -1.0931 4.0296  -1.22
C5 -2.9020 0.0328 3.3953  -0.70
C6 -2.9284 -0.1688 1.8892  0.31
O1 -3.6596 -0.9579 1.3267  -0.68
N1 -2.0282 0.5871 1.2144  -0.08
C7 -1.7218 0.3280 -0.1789  -0.64
C8 -0.7253 1.3466 -0.7147  -0.12
C9 -0.3002 0.9909 -2.1434  -1.20
N2 0.5399 1.9960 -2.7417  0.40
C10 0.0120 3.2744 -3.1669  -0.56
C11 1.1123 3.8346 -4.0740  -0.67
C12 2.3771 3.1552 -3.5533  -0.52
C13 1.8671 1.8744 -2.9189  0.23
O2 2.5374 0.9090 -2.6035  -0.65
C14 0.1391 -0.3292 3.1586  0.16
O3 0.1475 0.6141 3.9229  -0.67
O4 1.1428 -0.3953 2.2437  -0.64
C15 1.1539 -1.3237 1.2526  0.49
C16 2.0979 -1.1389 0.2403  1.63
C17 3.1034 -0.0279 0.3180  -1.86
C18 2.0823 -2.0165 -0.8451  0.65
O5 2.8921 -1.8660 -1.9098  -0.68
C19 1.2006 -3.1038 -0.8474  -1.17
C20 0.3043 -3.2884 0.1731  -0.81
C21 0.2295 -2.3832 1.2417  0.49
H1 -1.4098 -4.4181 1.8181  0.51
H2 -2.1122 -3.7463 3.2822  0.44
H3 -2.6880 -3.1969 1.7083  0.34
H4 -1.6973 -0.7568 5.0056  0.41
H5 -2.6638 -1.9810 4.1548  0.31
H6 -2.4641 1.0000 3.6385  0.29
H7 -3.9180 -0.0142 3.7855  0.46
H8 -1.3694 1.1453 1.7349  0.38
H9 -1.3121 -0.6858 -0.2854  0.11
H10 -2.6594 0.3633 -0.7426  0.49
H11 0.1598 1.3644 -0.0747  0.19
H12 -1.1803 2.3391 -0.6996  0.40
H13 -1.1895 0.8594 -2.7694  0.33
H14 0.2664 0.0559 -2.1373  0.16
H15 -0.1572 3.9260 -2.3005  0.31
H16 -0.9388 3.1375 -3.6877  0.33
H17 0.9296 3.5391 -5.1074  0.30
H18 1.1663 4.9201 -4.0304  0.34
H19 2.8656 3.7460 -2.7753  0.28
H20 3.1123 2.9411 -4.3261  0.35
H21 3.0194 0.6343 -0.5422  0.27
H22 4.1119 -0.4413 0.3263  0.40
H23 2.9563 0.5492 1.2251  0.37
H24 3.1657 -0.9382 -2.0013  0.37
H25 1.2352 -3.7809 -1.6858  0.41
H26 -0.3770 -4.1207 0.1203  0.32

=====

Which of these has the lowest total energy? C59H68Cl2F2N2O14PSSi

=====

What did the fifth record say?
# C3H10NO2PS

A cluster of 2 separate species, C3H10NO2PS in total (the ωB97M-V functional and the def2-TZVPD basis, the OMol25 dataset).

## Properties
E_LUMO = 0.3336 eV
HOMO energy = -9.486 eV
HOMO-LUMO gap = 9.820 eV
SMILES = CNP(=O)=S.CCO
total energy = -1065.079493 hartree

Last column: Mulliken charge in e.
Cartesian coordinates (Å):
C1 -0.9931 -1.9811 0.2513  -0.88
N1 -1.4311 -0.9623 1.1673  -0.10
P1 -2.6078 0.0548 0.5264  0.65
O1 -3.0042 -0.0891 -0.8625  -0.53
S1 -3.1978 1.4643 1.6944  -0.35
H1 -0.7158 -2.7603 0.8590  0.41
H2 -1.7099 -2.3483 -0.4285  0.36
H3 -0.1412 -1.6730 -0.3828  0.16
H4 -1.1918 -1.0898 2.0925  0.26
C2 1.4080 1.6233 -1.2746  -0.90
C3 2.1057 0.5299 -0.3325  -0.30
O2 1.2614 0.3326 0.8336  -0.47
H5 1.1501 2.5865 -0.9368  0.38
H6 1.9916 1.6349 -2.2696  0.29
H7 0.4722 1.1693 -1.4166  0.23
H8 3.1678 0.7684 0.1122  0.25
H9 2.2107 -0.3816 -0.9810  0.26
H10 1.2252 1.1213 1.3483  0.29

=====

Which value of total energy does entry 6 give? -1301.629949 hartree